No. 1
This record from the OMol25 dataset describes 5 unconnected molecules or ions with the total composition C8H27O5. The level of theory is the ωB97M-V functional and the def2-TZVPD basis.

Summary:
Kohn-Sham gap: 0.4238 Eh
total charge: +1

Cartesian coordinates (Å):
O -7.174 -29.715 -6.974
H -6.534 -29.051 -6.837
H -6.823 -30.544 -6.478
H -7.428 -30.075 -7.825
C -4.909 -30.775 -9.602
C -6.033 -31.809 -9.710
O -7.164 -31.443 -9.045
H -5.251 -29.828 -10.053
H -3.965 -31.107 -10.063
H -4.694 -30.634 -8.510
H -5.575 -32.770 -9.446
H -6.278 -31.853 -10.712
H -7.730 -31.862 -9.608
C -6.417 -26.257 -6.760
C -5.224 -26.868 -7.236
O -5.224 -28.105 -6.583
H -7.209 -26.829 -7.016
H -6.570 -25.220 -7.138
H -6.348 -25.910 -5.727
H -4.201 -26.252 -6.878
H -5.206 -26.863 -8.399
H -4.479 -28.092 -6.196
C -8.430 -31.736 -4.931
C -6.977 -32.260 -4.552
O -6.048 -31.662 -5.327
H -9.056 -31.743 -5.864
H -8.592 -30.714 -4.861
H -9.100 -32.004 -4.101
H -7.100 -33.420 -4.703
H -6.841 -31.971 -3.461
H -5.284 -31.919 -4.896
C -9.965 -27.463 -9.893
C -9.274 -28.698 -9.515
O -7.829 -28.415 -9.351
H -10.987 -27.540 -9.886
H -9.748 -27.119 -10.846
H -9.719 -26.625 -9.211
H -9.575 -29.568 -10.045
H -9.538 -29.089 -8.417
H -7.459 -28.302 -10.235

No. 2
This record from the OMol25 dataset describes 6 unconnected molecules or ions with the total composition C8H28IN2O5. The level of theory is the ωB97M-V functional and the def2-TZVPD basis.

Summary:
Kohn-Sham gap: 0.2988 Eh
total charge: -1

Cartesian coordinates (Å):
I -14.553 11.222 33.339
C -17.891 13.238 37.262
C -16.615 12.911 36.511
C -15.345 13.495 37.220
O -15.140 14.846 36.931
C -14.592 15.122 35.631
N -16.604 11.449 36.429
H -18.703 12.990 36.579
H -17.959 14.302 37.489
H -17.833 12.678 38.196
H -16.603 13.196 35.458
H -14.405 12.989 37.000
H -15.414 13.411 38.304
H -13.705 14.507 35.478
H -14.297 16.171 35.593
H -15.353 14.956 34.868
H -15.980 11.227 35.667
H -16.162 11.045 37.243
C -11.659 7.676 33.992
C -12.278 7.317 32.615
C -13.696 6.619 32.711
O -14.125 5.947 31.501
C -15.364 5.345 31.744
N -12.391 8.529 31.800
H -11.926 8.691 34.285
H -10.583 7.528 34.088
H -11.998 6.873 34.646
H -11.564 6.631 32.160
H -14.450 7.315 33.078
H -13.568 5.868 33.490
H -15.897 5.176 30.808
H -16.004 5.862 32.459
H -15.007 4.412 32.180
H -12.730 9.300 32.357
H -13.141 8.327 31.155
O -15.498 14.336 31.743
H -15.446 13.512 32.227
H -16.343 14.708 31.992
O -16.891 8.403 33.160
H -17.173 8.060 32.312
H -16.465 9.235 32.953
O -13.864 11.236 29.709
H -14.025 11.138 30.648
H -14.078 10.380 29.338

Summary of maximum force in eV Å⁻¹
9.85, 2.59
(order as listed above)
Summary of lowest unoccupied orbital energy in eV
-2.3, 3.0
(order as listed above)